{
  "formula": "FH3N2O2S",
  "method": "ωB97M-V with the def2-TZVPD basis set",
  "symbols": ["N", "N", "S", "O", "O", "F", "H", "H", "H"],
  "coordinates": [[-0.47, 0.06, -0.20], [0.41, 0.43, 0.75], [1.70, -0.76, 0.65], [2.88, -0.46, 1.41], [1.79, -1.20, -0.72], [0.77, -1.90, 1.73], [-0.05, 0.22, -1.02], [-0.78, -0.86, -0.12], [-0.05, 0.16, 1.65]],
  "nbo_charge": [-0.6075, -0.5735, 2.3209, -0.8311, -0.8536, -0.5651, 0.3589, 0.3501, 0.4008],
  "e_lumo_ev": -0.09,
  "gap_ha": 0.3869,
  "e_homo_ev": -10.62,
  "largest_force_ha_per_bohr": 0.09679
}